Model one:
The following is a DFT calculation (wB97M-V/def2-TZVPD) of the molecule CH4S3.

Structure (XYZ):
```
8
CH4S3 | the OMol25 dataset | wB97M-V/def2-TZVPD
C -1.49 0.08 -0.55
S -0.55 1.11 0.74
S 1.30 0.80 0.25
S 2.26 -1.14 1.14
H -2.23 0.80 -0.90
H -1.95 -0.70 0.01
H -0.63 -0.23 -1.10
H 3.30 -0.71 0.43
```

Values from the calculation:
Orbital gap   8.1 eV
E_HOMO   -8.71 eV
E_LUMO   -0.6 eV

These are the Löwdin partial charges, in e, on atoms 1 to 6:
1 C -0.362
2 S 0.323
3 S 0.037
4 S 0.239
5 H 0.028
6 H 0.011

---

Model two:
The following is a DFT calculation (wB97M-V/def2-TZVPD) of a cluster of 2 separate species, CH4S3 in total.

Structure (XYZ):
```
8
CH4S3 | the OMol25 dataset | wB97M-V/def2-TZVPD
C 0.58 -0.53 0.20
S -1.04 0.75 -2.51
S 1.26 -0.53 1.87
S -0.29 0.26 2.78
H -0.50 -0.74 0.28
H 1.10 -1.35 -0.31
H 0.65 0.42 -0.29
H -1.75 1.72 -2.02
```

Values from the calculation:
Orbital gap (spin up / spin down)   7.4 / 5.9 eV
E_HOMO (spin up / spin down)   -9.04 / -8.66 eV
E_LUMO (spin up / spin down)   -1.6 / -2.7 eV

These are the Löwdin partial charges, in e, on atoms 1 to 6:
1 C -0.550
2 S 0.398
3 S 0.334
4 S 0.116
5 H 0.004
6 H 0.038

---

Which of them is most stable, and which least? Most stable: model one; least stable: model two.

---

Model one:
The following is a DFT calculation (wB97M-V/def2-TZVPD) of the molecule C10H14O2S2.

Structure (XYZ):
```
28
C10H14O2S2 | the OMol25 dataset | wB97M-V/def2-TZVPD
C -1.14 1.42 1.49
C -2.19 0.45 1.71
C 0.10 1.17 1.72
C -1.89 -0.70 2.32
C 0.56 -0.24 1.89
C -0.51 -0.90 2.65
C -0.99 -1.17 -1.81
C -0.02 -0.16 -2.41
C 1.55 -0.37 -0.35
C 0.75 0.52 -1.35
O 0.71 -0.95 0.64
O 1.61 1.50 -1.94
S 1.29 -2.15 4.80
S -0.50 -1.91 4.12
H -1.36 2.41 1.16
H -3.19 0.63 1.42
H 0.79 1.95 1.62
H -2.39 -1.44 2.89
H 1.60 -0.21 2.37
H -0.43 -1.71 -1.10
H -1.86 -0.65 -1.45
H -1.20 -1.98 -2.62
H -0.56 0.61 -2.92
H 0.78 -0.64 -2.98
H 1.94 -1.22 -0.82
H 2.41 0.27 0.01
H 0.13 1.11 -0.59
H 2.17 1.25 -2.67
```

Values from the calculation:
Orbital gap   6.1 eV
E_HOMO   -7.95 eV
E_LUMO   -1.9 eV

These are the Löwdin partial charges, in e, on atoms 1 to 6:
1 C -0.095
2 C -0.041
3 C -0.061
4 C -0.151
5 C -0.317
6 C -0.438

---

Model two:
The following is a DFT calculation (wB97M-V/def2-TZVPD) of a cluster of 2 separate species, C10H14O2S2 in total.

Structure (XYZ):
```
28
C10H14O2S2 | the OMol25 dataset | wB97M-V/def2-TZVPD
C -2.09 3.66 -1.05
C 1.24 -2.27 -2.33
C -2.88 3.08 -1.92
C -1.38 4.31 -0.20
C -0.46 -0.10 -0.04
C 0.95 -2.39 -1.07
C -0.98 -0.37 2.47
C 3.26 -2.46 -0.08
C -1.27 0.32 1.15
C 1.86 -2.93 0.02
O 1.40 -2.22 -3.49
O 0.89 2.06 0.31
S -0.72 -1.66 -0.71
S 0.88 0.80 -0.43
H -3.07 3.46 -2.91
H -3.02 1.96 -1.90
H -0.40 3.90 0.16
H -1.74 5.05 0.47
H -1.12 -1.46 2.15
H -1.78 -0.18 3.24
H -0.01 -0.10 2.85
H 3.25 -1.62 0.63
H 3.52 -2.23 -1.07
H 3.92 -3.15 0.38
H -1.28 1.41 1.34
H -2.32 -0.14 1.03
H 1.47 -2.61 0.95
H 1.88 -4.09 0.06
```

Values from the calculation:
Orbital gap (spin up / spin down)   8.0 / 8.0 eV
E_HOMO (spin up / spin down)   -8.54 / -8.54 eV
E_LUMO (spin up / spin down)   -0.5 / -0.5 eV

These are the Löwdin partial charges, in e, on atoms 1 to 6:
1 C -0.203
2 C -0.244
3 C -0.022
4 C -0.013
5 C -0.859
6 C -0.483

---

Which of them is most stable, and which least? Most stable: model one; least stable: model two.